No. 1
ORCA calculation (ωB97M-V with the def2-TZVPD basis set) on a 2-piece molecular cluster, C23H44BrCl6O11P3Si overall at a distorted geometry.

Properties
Orbital gap ... 8.781 eV
HOMO level ... -8.747 eV
Multiplicity ... 1
SMILES ... CCOP(=O)(CC[C@@]1(CC(=O)Cl)O[C@](P(O)Cl)([Si](C)(C)C)[C@@H](CCCBr)[C@]1(COCOCCO)P(O)O)OCC.ClC(Cl)(Cl)Cl

XYZ file:
```
89
C23H44BrCl6O11P3Si (ωB97M-V with the def2-TZVPD basis set)
C -2.456 -4.229 -4.676
C -2.445 -3.252 -3.521
O -1.211 -2.499 -3.481
P -1.053 -1.164 -4.348
O -2.238 -0.796 -5.137
C -0.498 0.077 -3.165
C -1.159 -0.075 -1.793
C -0.970 1.019 -0.697
C -0.891 2.432 -1.315
C 0.396 2.928 -1.879
O 1.368 2.352 -2.138
Cl 0.365 4.696 -2.089
O -2.239 1.146 -0.013
C -2.305 0.354 1.162
P -3.253 -1.260 1.057
O -4.165 -0.848 -0.241
Cl -2.040 -2.749 0.167
Si -3.423 1.457 2.326
C -3.095 3.248 1.939
C -5.230 1.085 2.017
C -3.007 1.126 4.117
C -0.854 0.292 1.696
C -0.479 -0.945 2.538
C 0.537 -0.678 3.672
C -0.075 -0.893 5.053
Br 0.893 0.069 6.432
C 0.055 0.662 0.458
C 1.031 -0.422 -0.022
O 2.083 -0.605 0.920
C 3.366 -0.810 0.367
O 4.010 -1.912 0.939
C 3.794 -2.130 2.322
C 4.812 -3.164 2.798
O 4.292 -4.015 3.809
P 1.199 1.969 1.283
O 0.270 3.307 0.966
O 2.428 2.134 0.217
O 0.224 -1.464 -5.251
C 1.440 -2.010 -4.699
C 2.566 -0.976 -4.736
H -2.511 -3.709 -5.634
H -1.555 -4.849 -4.647
H -3.315 -4.899 -4.580
H -3.278 -2.547 -3.589
H -2.490 -3.770 -2.561
H -0.733 1.030 -3.645
H 0.586 -0.013 -3.086
H -0.873 -1.046 -1.410
H -2.247 -0.111 -1.925
H -1.241 3.156 -0.583
H -1.610 2.472 -2.147
H -4.577 -1.627 -0.643
H -3.095 3.441 0.865
H -2.137 3.584 2.348
H -3.890 3.845 2.400
H -5.455 1.179 0.951
H -5.853 1.796 2.569
H -5.508 0.073 2.325
H -3.183 0.079 4.386
H -1.963 1.368 4.339
H -3.635 1.752 4.758
H -0.762 1.139 2.399
H -0.114 -1.744 1.893
H -1.406 -1.328 2.990
H 1.392 -1.346 3.568
H 0.931 0.337 3.593
H -1.101 -0.536 5.109
H -0.054 -1.937 5.362
H 1.444 -0.097 -0.984
H 0.522 -1.381 -0.163
H 3.965 0.101 0.502
H 3.275 -1.043 -0.700
H 2.779 -2.513 2.492
H 3.885 -1.187 2.877
H 5.162 -3.733 1.928
H 5.677 -2.674 3.249
H 3.475 -4.416 3.483
H 0.769 4.051 0.611
H 2.314 2.685 -0.570
H 1.674 -2.882 -5.311
H 1.250 -2.368 -3.684
H 2.873 -0.658 -3.736
H 3.451 -1.378 -5.235
H 2.235 -0.090 -5.282
Cl 2.841 5.366 -0.270
C 4.590 5.671 -0.385
Cl 5.267 4.601 -1.611
Cl 4.846 7.351 -0.843
Cl 5.339 5.348 1.174
```

=====

No. 2
ORCA calculation (ωB97M-V with the def2-TZVPD basis set) on C32H31N4RhS2Si as an isolated structure.

Properties
Orbital gap (spin up / spin down) ... 6.882 / 5.552 eV
HOMO level (spin up / spin down) ... -6.923 / -7.319 eV
Multiplicity ... 5

XYZ file:
```
71
C32H31N4RhS2Si (ωB97M-V with the def2-TZVPD basis set)
Rh -0.127 0.042 -0.845
C -4.052 -0.418 -1.302
C -3.396 -1.031 -0.095
C -4.112 -1.815 0.788
C -3.447 -2.336 1.901
C -2.126 -2.040 2.129
C -1.444 -1.190 1.221
N -2.104 -0.751 0.119
N -0.175 -0.745 1.304
Si 0.607 -0.390 2.802
C 1.487 -1.871 3.552
C 1.831 1.016 2.548
C -0.578 0.212 4.121
H -5.024 -0.003 -1.027
H -4.213 -1.162 -2.085
H -3.436 0.382 -1.710
H -5.160 -2.018 0.610
H -3.979 -2.982 2.591
H -1.592 -2.453 2.975
H 2.132 -2.403 2.849
H 0.761 -2.593 3.938
H 2.106 -1.544 4.395
H 2.875 0.690 2.588
H 1.690 1.764 3.335
H 1.668 1.518 1.590
H -1.445 -0.438 4.257
H -0.946 1.213 3.879
H -0.049 0.271 5.079
S 0.089 4.430 0.918
C -1.196 3.774 1.874
C -1.789 4.312 3.014
C -2.840 3.620 3.582
C -3.291 2.420 3.018
C -2.694 1.886 1.895
C -1.621 2.566 1.314
N -0.914 2.179 0.171
C -0.022 3.061 -0.144
C 0.861 2.888 -1.310
C 1.546 3.971 -1.860
C 2.335 3.782 -2.981
C 2.423 2.515 -3.546
C 1.737 1.446 -2.985
C 0.945 1.598 -1.846
H -1.441 5.247 3.435
H -3.321 4.012 4.469
H -4.120 1.894 3.473
H -3.042 0.957 1.470
H 1.449 4.960 -1.422
H 2.867 4.617 -3.420
H 3.030 2.362 -4.432
H 1.829 0.471 -3.453
C 3.086 -0.833 0.101
C 2.748 -1.668 -1.089
C 3.727 -2.550 -1.614
C 3.458 -3.269 -2.731
C 2.209 -3.116 -3.368
C 1.885 -3.798 -4.562
C 0.673 -3.600 -5.156
C -0.259 -2.718 -4.577
C 0.020 -2.031 -3.414
S -1.148 -0.923 -2.769
C 1.279 -2.235 -2.776
N 1.553 -1.551 -1.625
H 4.163 -0.683 0.175
H 2.741 -1.322 1.011
H 2.594 0.133 0.033
H 4.686 -2.625 -1.117
H 4.195 -3.946 -3.151
H 2.614 -4.473 -4.995
H 0.424 -4.120 -6.072
H -1.221 -2.559 -5.047
```

=====

No. 3
ORCA calculation (ωB97M-V with the def2-TZVPD basis set) on C49H45AsCoN3O7S2Se as an isolated structure at a distorted geometry.

Properties
Orbital gap (spin up / spin down) ... 8.704 / 5.355 eV
HOMO level (spin up / spin down) ... -13.298 / -13.388 eV
Multiplicity ... 5
Net charge ... +2
Energy relative to the best compared isomer or geometry (same formula, charge and spin) ... 15.9 kcal per mole

XYZ file:
```
109
C49H45AsCoN3O7S2Se (ωB97M-V with the def2-TZVPD basis set)
Co -0.215 -0.363 -0.417
O -0.999 -0.154 -2.316
S -1.922 -0.510 -3.466
C -3.283 -1.438 -2.641
C -3.832 -0.678 -1.449
C -4.731 -1.564 -0.567
C -4.363 -1.513 0.905
S -2.701 -2.242 1.329
O -1.712 -1.318 0.651
C -2.781 -3.789 0.373
C -3.859 -4.652 0.531
C -3.868 -5.858 -0.150
C -2.806 -6.210 -0.969
C -1.722 -5.358 -1.095
C -1.701 -4.152 -0.413
C -2.799 1.036 -3.844
C -4.116 1.042 -4.281
C -4.726 2.247 -4.592
C -4.021 3.436 -4.488
C -2.693 3.420 -4.093
C -2.080 2.220 -3.775
H -2.807 -2.367 -2.326
H -4.037 -1.656 -3.391
H -4.379 0.199 -1.793
H -2.985 -0.312 -0.866
H -4.678 -2.601 -0.906
H -5.768 -1.244 -0.673
H -5.083 -2.059 1.513
H -4.312 -0.486 1.265
H -4.677 -4.397 1.188
H -4.705 -6.529 -0.037
H -2.806 -7.160 -1.478
H -0.880 -5.626 -1.714
H -0.839 -3.511 -0.476
H -4.674 0.128 -4.399
H -5.757 2.255 -4.910
H -4.500 4.369 -4.743
H -2.132 4.341 -4.039
H -1.039 2.193 -3.490
O 0.933 0.474 0.906
As 1.060 0.982 2.495
C -0.539 2.027 2.895
C -0.440 3.385 3.162
C -1.592 4.130 3.365
C -2.832 3.517 3.303
C -2.930 2.165 3.016
C -1.784 1.415 2.811
C 1.261 -0.546 3.672
C 2.476 -0.720 4.320
C 2.649 -1.804 5.164
C 1.613 -2.704 5.352
C 0.406 -2.532 4.693
C 0.223 -1.451 3.849
C 2.618 2.140 2.609
C 2.908 2.808 3.796
C 4.013 3.642 3.857
C 4.822 3.809 2.743
C 4.542 3.129 1.569
C 3.442 2.289 1.502
H 0.538 3.851 3.218
H -1.518 5.186 3.570
H -3.726 4.094 3.483
H -3.899 1.695 2.953
H -1.853 0.361 2.569
H 3.278 -0.004 4.166
H 3.588 -1.942 5.677
H 1.745 -3.543 6.018
H -0.396 -3.238 4.841
H -0.721 -1.320 3.334
H 2.275 2.658 4.666
H 4.247 4.157 4.776
H 5.679 4.463 2.794
H 5.182 3.240 0.707
H 3.225 1.726 0.600
O 1.732 -0.777 -1.857
C 1.525 -1.937 -1.469
O 0.554 -2.178 -0.687
C 2.271 -3.169 -1.838
C 2.576 -3.529 -3.147
C 3.057 -4.804 -3.412
C 3.243 -5.720 -2.387
C 2.953 -5.340 -1.081
C 2.471 -4.074 -0.801
N 3.099 -6.273 0.026
O 2.755 -5.877 1.120
O 3.536 -7.368 -0.220
H 2.399 -2.826 -3.949
H 3.278 -5.091 -4.428
H 3.597 -6.720 -2.589
H 2.241 -3.806 0.221
C 0.579 5.065 0.070
N 1.173 4.005 -0.696
C 0.632 2.802 -0.971
Se -1.063 2.244 -0.493
N 1.497 2.090 -1.714
C 2.636 2.830 -1.917
C 3.805 2.562 -2.615
C 4.753 3.567 -2.641
C 4.547 4.793 -2.001
C 3.387 5.066 -1.301
C 2.428 4.063 -1.269
H -0.418 4.770 0.394
H 0.499 5.967 -0.537
H 1.193 5.282 0.945
H 1.385 1.110 -1.971
H 3.957 1.621 -3.117
H 5.671 3.405 -3.183
H 5.313 5.549 -2.071
H 3.232 6.018 -0.821
```

=====

No. 4
ORCA calculation (ωB97M-V with the def2-TZVPD basis set) on one molecule with the formula C4H5NO2 at a distorted geometry.

Properties
Orbital gap ... 11.083 eV
HOMO level ... -10.310 eV
Multiplicity ... 1
Energy relative to the best compared isomer or geometry (same formula, charge and spin) ... 154.0 kcal per mole

XYZ file:
```
12
C4H5NO2 (ωB97M-V with the def2-TZVPD basis set)
C 1.421 -0.631 -0.048
C 0.052 0.565 -0.265
C -1.349 1.093 0.083
C -0.069 -0.663 0.367
H 2.143 -0.759 0.728
H 1.774 -1.101 -1.006
H -0.072 0.330 -1.278
H -1.832 2.060 -0.066
H -0.045 -0.531 1.476
N -2.159 0.052 0.105
O 1.418 0.826 0.086
O -1.282 -1.240 -0.182
```

=====

Copy entry 1 word for word.
ORCA calculation (ωB97M-V with the def2-TZVPD basis set) on a 2-piece molecular cluster, C23H44BrCl6O11P3Si overall at a distorted geometry.

Properties
Orbital gap ... 8.781 eV
HOMO level ... -8.747 eV
Multiplicity ... 1
SMILES ... CCOP(=O)(CC[C@@]1(CC(=O)Cl)O[C@](P(O)Cl)([Si](C)(C)C)[C@@H](CCCBr)[C@]1(COCOCCO)P(O)O)OCC.ClC(Cl)(Cl)Cl

XYZ file:
```
89
C23H44BrCl6O11P3Si (ωB97M-V with the def2-TZVPD basis set)
C -2.456 -4.229 -4.676
C -2.445 -3.252 -3.521
O -1.211 -2.499 -3.481
P -1.053 -1.164 -4.348
O -2.238 -0.796 -5.137
C -0.498 0.077 -3.165
C -1.159 -0.075 -1.793
C -0.970 1.019 -0.697
C -0.891 2.432 -1.315
C 0.396 2.928 -1.879
O 1.368 2.352 -2.138
Cl 0.365 4.696 -2.089
O -2.239 1.146 -0.013
C -2.305 0.354 1.162
P -3.253 -1.260 1.057
O -4.165 -0.848 -0.241
Cl -2.040 -2.749 0.167
Si -3.423 1.457 2.326
C -3.095 3.248 1.939
C -5.230 1.085 2.017
C -3.007 1.126 4.117
C -0.854 0.292 1.696
C -0.479 -0.945 2.538
C 0.537 -0.678 3.672
C -0.075 -0.893 5.053
Br 0.893 0.069 6.432
C 0.055 0.662 0.458
C 1.031 -0.422 -0.022
O 2.083 -0.605 0.920
C 3.366 -0.810 0.367
O 4.010 -1.912 0.939
C 3.794 -2.130 2.322
C 4.812 -3.164 2.798
O 4.292 -4.015 3.809
P 1.199 1.969 1.283
O 0.270 3.307 0.966
O 2.428 2.134 0.217
O 0.224 -1.464 -5.251
C 1.440 -2.010 -4.699
C 2.566 -0.976 -4.736
H -2.511 -3.709 -5.634
H -1.555 -4.849 -4.647
H -3.315 -4.899 -4.580
H -3.278 -2.547 -3.589
H -2.490 -3.770 -2.561
H -0.733 1.030 -3.645
H 0.586 -0.013 -3.086
H -0.873 -1.046 -1.410
H -2.247 -0.111 -1.925
H -1.241 3.156 -0.583
H -1.610 2.472 -2.147
H -4.577 -1.627 -0.643
H -3.095 3.441 0.865
H -2.137 3.584 2.348
H -3.890 3.845 2.400
H -5.455 1.179 0.951
H -5.853 1.796 2.569
H -5.508 0.073 2.325
H -3.183 0.079 4.386
H -1.963 1.368 4.339
H -3.635 1.752 4.758
H -0.762 1.139 2.399
H -0.114 -1.744 1.893
H -1.406 -1.328 2.990
H 1.392 -1.346 3.568
H 0.931 0.337 3.593
H -1.101 -0.536 5.109
H -0.054 -1.937 5.362
H 1.444 -0.097 -0.984
H 0.522 -1.381 -0.163
H 3.965 0.101 0.502
H 3.275 -1.043 -0.700
H 2.779 -2.513 2.492
H 3.885 -1.187 2.877
H 5.162 -3.733 1.928
H 5.677 -2.674 3.249
H 3.475 -4.416 3.483
H 0.769 4.051 0.611
H 2.314 2.685 -0.570
H 1.674 -2.882 -5.311
H 1.250 -2.368 -3.684
H 2.873 -0.658 -3.736
H 3.451 -1.378 -5.235
H 2.235 -0.090 -5.282
Cl 2.841 5.366 -0.270
C 4.590 5.671 -0.385
Cl 5.267 4.601 -1.611
Cl 4.846 7.351 -0.843
Cl 5.339 5.348 1.174
```